108
Properties=species:S:1:pos:R:3:forces:R:3:lowdin_charge:R:1 method="wB97M-V/def2-TZVPD" total_charge=0 homo_lumo_gap_ev="2.64 / 5.64" homo_ev="-3.77 / -6.79" relative_energy_kcal_mol=36.7 multiplicity=2 s2=0.7734
Hg -0.976 -0.298 -0.708 -0.329 -0.007 -0.178 1.235
C 8.259 0.791 4.708 -0.089 0.046 -0.015 -0.081
N 7.827 -0.432 4.051 0.018 -0.037 0.050 -0.136
C 7.076 -1.428 4.541 -0.075 -0.039 -0.079 -0.165
N 6.842 -2.329 3.609 -0.013 -0.002 0.052 0.075
C 7.496 -1.816 2.537 -0.018 -0.006 0.033 -0.223
N 8.103 -0.669 2.756 0.096 0.045 -0.032 0.108
C 7.713 2.000 3.991 -0.197 0.107 0.179 -0.202
C 8.363 2.557 2.896 0.069 -0.021 0.020 -0.031
C 7.797 3.622 2.215 0.025 0.041 -0.071 -0.055
C 6.566 4.133 2.598 -0.054 -0.014 -0.010 -0.011
C 5.907 3.578 3.687 0.024 -0.234 0.160 -0.138
C 6.489 2.520 4.389 0.098 0.075 -0.172 0.024
C 4.567 3.994 4.098 -0.160 0.081 -0.002 -0.302
N 3.998 3.802 5.237 -0.089 -0.007 -0.026 0.120
N 2.680 4.231 5.098 0.070 -0.101 0.008 0.120
C 2.555 4.643 3.886 0.222 0.025 -0.033 -0.307
O 3.723 4.548 3.189 -0.026 -0.011 0.018 0.133
C 1.344 5.082 3.196 -0.095 -0.117 0.034 -0.145
C 1.373 6.074 2.227 -0.031 0.012 -0.002 -0.009
C 0.198 6.429 1.581 -0.006 -0.010 0.007 -0.047
C -0.990 5.778 1.876 0.026 -0.013 -0.031 -0.023
C -1.018 4.758 2.823 0.031 -0.066 0.136 -0.190
C -2.269 3.932 3.033 0.084 0.134 -0.136 -0.074
N -2.474 3.062 1.886 -0.226 0.082 0.074 -0.122
C -2.131 1.786 1.711 0.173 -0.071 0.121 -0.129
N -2.334 1.441 0.460 0.016 -0.094 -0.199 0.052
C -2.809 2.575 -0.116 -0.125 0.076 0.124 -0.187
N -2.919 3.584 0.719 0.030 -0.019 -0.037 0.125
C 0.149 4.424 3.493 0.019 0.118 -0.026 0.017
H 9.347 0.804 4.773 0.005 0.009 -0.114 0.130
H 7.859 0.750 5.721 0.063 0.002 0.011 0.125
H 6.730 -1.448 5.562 -0.011 -0.019 0.000 0.126
H 7.526 -2.296 1.573 -0.005 -0.012 0.000 0.102
H 9.304 2.137 2.564 0.000 0.013 0.004 0.115
H 8.310 4.046 1.364 0.002 0.008 -0.008 0.109
H 6.115 4.947 2.048 -0.010 0.005 -0.008 0.120
H 5.954 2.096 5.230 -0.013 -0.005 0.011 0.121
H 2.305 6.567 1.983 0.006 -0.001 -0.006 0.120
H 0.212 7.206 0.829 -0.004 0.003 -0.015 0.111
H -1.894 6.026 1.336 -0.015 0.008 -0.011 0.111
H -3.161 4.549 3.128 0.042 0.057 0.007 0.130
H -2.182 3.313 3.924 0.014 -0.049 -0.023 0.127
H -1.735 1.153 2.489 0.000 -0.026 -0.003 0.141
H -3.045 2.646 -1.163 -0.032 0.017 0.045 0.109
H 0.155 3.636 4.237 0.007 -0.017 0.003 0.122
C -7.030 -4.159 -3.244 -0.019 0.012 -0.006 -0.072
C -5.657 -4.708 -3.605 0.019 -0.018 -0.054 -0.213
N -4.594 -3.739 -3.404 -0.059 0.032 -0.015 -0.047
C -3.956 -3.724 -2.196 0.087 -0.011 0.030 -0.005
C -2.975 -2.855 -1.855 -0.078 -0.071 -0.001 -0.045
C -2.470 -3.012 -0.426 -0.063 -0.069 0.051 -0.622
O -2.570 -4.118 0.094 -0.017 0.041 -0.021 0.016
O -2.060 -1.964 0.203 0.173 0.100 -0.125 -0.160
C -2.545 -1.896 -2.849 0.005 0.038 -0.068 -0.327
O -1.545 -1.099 -2.714 0.025 -0.010 0.083 -0.165
C -3.263 -1.861 -4.074 -0.003 -0.070 0.053 -0.080
C -2.922 -0.883 -5.060 0.013 0.035 -0.044 0.047
C -3.612 -0.863 -6.239 0.085 -0.054 -0.053 -0.232
F -3.238 0.036 -7.207 -0.004 -0.007 0.009 0.022
C -4.668 -1.712 -6.527 -0.056 0.113 0.056 -0.222
C -5.012 -2.700 -5.560 -0.031 0.017 0.038 0.004
C -4.311 -2.778 -4.365 0.041 0.014 0.041 -0.146
N -5.330 -1.749 -7.798 0.032 -0.108 -0.040 -0.113
C -5.683 -0.484 -8.396 -0.091 0.047 0.043 -0.170
C -6.705 -0.719 -9.490 -0.001 -0.030 -0.047 -0.092
N -6.077 -1.643 -10.508 0.039 0.025 0.000 0.047
C -5.651 -2.948 -9.881 -0.051 0.027 -0.022 -0.096
C -4.689 -2.629 -8.754 0.069 0.033 -0.041 -0.157
H -7.802 -4.914 -3.401 -0.003 -0.006 -0.008 0.071
H -7.271 -3.284 -3.849 0.005 0.009 -0.002 0.066
H -7.051 -3.859 -2.196 0.004 -0.009 0.007 0.078
H -5.626 -5.042 -4.645 -0.005 -0.009 0.024 0.106
H -5.423 -5.579 -2.991 -0.008 0.020 0.025 0.118
H -4.264 -4.481 -1.489 0.015 0.000 0.018 0.133
H -2.133 -0.175 -4.856 0.012 -0.006 0.009 0.118
H -5.867 -3.328 -5.765 -0.004 -0.009 -0.004 0.088
H -4.821 0.053 -8.824 0.007 -0.007 -0.007 0.125
H -6.112 0.168 -7.636 -0.004 -0.031 -0.001 0.149
H -6.987 0.194 -10.012 0.008 0.007 0.015 0.132
H -7.588 -1.232 -9.114 -0.002 0.023 0.009 0.136
H -5.242 -1.181 -10.876 -0.011 -0.005 -0.011 0.177
H -6.706 -1.805 -11.292 -0.018 -0.012 0.024 0.175
H -5.211 -3.562 -10.665 0.023 0.005 0.013 0.131
H -6.559 -3.412 -9.499 0.025 -0.030 -0.004 0.136
H -3.765 -2.188 -9.172 0.005 -0.011 0.000 0.140
H -4.408 -3.555 -8.254 -0.030 0.008 0.005 0.139
F 2.055 3.459 -1.274 -0.003 -0.016 0.017 0.125
C 1.070 3.394 -2.187 0.000 0.028 -0.012 -0.543
F 0.519 4.617 -2.250 -0.014 -0.015 0.003 0.133
F 1.649 3.155 -3.378 0.007 -0.003 0.011 0.141
C 0.008 2.300 -1.872 -0.018 0.141 0.106 -0.587
O -1.083 2.426 -2.400 0.075 -0.057 -0.120 0.046
O 0.432 1.404 -1.082 0.141 -0.068 0.000 -0.122
O 0.625 -0.488 1.094 0.019 -0.209 0.272 -0.612
S 2.046 -0.006 1.203 -0.030 0.128 -0.131 0.972
C 2.777 -1.071 2.495 -0.049 -0.023 -0.011 -0.298
C 3.126 -0.194 3.690 0.039 0.015 0.016 -0.234
C 2.043 0.881 3.743 0.029 0.107 0.056 -0.229
C 1.959 1.426 2.322 0.010 -0.059 -0.025 -0.309
H 3.609 -1.637 2.079 0.015 0.043 0.033 0.083
H 1.955 -1.752 2.725 0.033 -0.034 -0.020 0.099
H 4.103 0.277 3.548 0.004 -0.008 0.000 0.102
H 3.178 -0.787 4.604 -0.009 0.016 0.004 0.116
H 2.282 1.666 4.461 -0.015 0.022 0.023 0.091
H 1.086 0.442 4.034 0.014 -0.039 -0.041 0.118
H 2.791 2.089 2.081 0.090 0.010 -0.007 0.090
H 1.029 1.927 2.058 0.013 0.031 -0.016 0.078

113
Properties=species:S:1:pos:R:3:forces:R:3:lowdin_charge:R:1 method="wB97M-V/def2-TZVPD" total_charge=-2 homo_lumo_gap_ev=5.08 homo_ev=-1.88 relative_energy_kcal_mol=426.9
Rb -3.256 0.464 -0.867 0.373 0.513 -0.012 0.831
O 0.979 2.865 0.357 5.654 3.474 2.287 0.035
C 0.005 2.344 -0.004 -1.215 -6.031 -4.914 -0.656
N -1.199 2.186 0.291 -3.963 1.605 3.784 0.032
C -1.462 2.680 1.685 2.472 3.275 -2.597 -0.142
C -0.890 4.001 2.178 -2.333 -4.320 -2.191 -0.016
C -1.179 4.305 3.456 0.823 2.696 0.783 -0.188
C -1.853 3.471 4.325 -0.891 -2.464 0.474 -0.158
C -2.238 2.210 3.898 -1.520 -2.591 -0.506 -0.013
C -2.092 1.800 2.481 0.396 1.478 4.283 -0.309
N -2.463 0.623 1.984 -1.715 -3.805 -0.016 0.050
C -2.544 -0.488 2.730 1.782 2.574 2.925 -0.416
O -2.115 -0.651 3.982 -1.383 0.035 -3.418 -0.138
C -3.118 -1.655 2.035 1.213 -1.544 1.571 -0.245
C -2.858 -2.927 2.659 1.306 0.701 4.615 -0.093
C -3.239 -4.062 2.105 -2.107 -4.234 -2.024 -0.145
C -3.838 -3.962 0.773 1.101 1.599 4.467 -0.133
C -4.159 -2.748 0.342 -0.884 4.083 -4.101 -0.165
N -3.770 -1.566 0.921 -0.595 -0.934 0.149 -0.017
C 0.209 1.102 -1.132 0.931 0.663 5.155 -0.263
C -0.023 1.290 -2.382 0.168 2.299 -9.931 -0.112
C 0.304 0.240 -3.413 -1.301 0.047 -0.857 -0.100
C 0.559 -1.038 -2.880 0.180 1.615 -4.235 -0.164
C 0.770 -1.065 -1.477 -1.318 -5.436 -2.382 -0.287
N 0.567 -0.132 -0.609 0.198 0.401 0.016 0.142
H -0.397 4.542 1.389 0.205 0.540 0.486 0.088
H -0.882 5.298 3.822 0.038 -0.314 0.021 0.087
H -2.056 3.674 5.372 0.225 0.529 -0.095 0.079
H -2.756 1.310 4.539 1.470 2.817 -1.246 0.143
H -2.421 -3.072 3.785 -0.944 1.278 -3.049 0.166
H -3.278 -5.177 2.642 0.621 3.252 -1.433 0.159
H -4.060 -4.783 0.275 -1.176 -3.634 -2.328 0.047
H -4.621 -2.389 -0.732 0.723 -2.206 2.555 0.141
H -0.276 2.423 -2.973 0.644 -3.295 2.392 0.180
H 0.224 0.364 -4.715 0.076 -0.019 4.308 0.160
H 0.621 -1.939 -3.791 0.145 2.249 3.517 0.162
H 0.770 -2.327 -1.423 1.405 3.671 2.008 0.098
N 3.816 1.040 0.053 -0.556 0.355 2.364 -0.422
P 4.534 0.233 1.419 -0.434 -0.014 0.502 1.014
C 5.144 1.773 2.310 -4.427 -0.989 -5.738 -0.405
C 5.768 1.644 3.435 3.014 2.091 4.742 -0.176
C 6.266 2.747 4.110 2.844 3.598 0.826 -0.057
C 6.017 4.109 3.608 1.315 -2.547 3.027 -0.113
C 5.233 4.155 2.547 -3.272 -0.036 -3.530 -0.121
C 4.783 3.000 1.817 2.024 2.557 2.272 -0.069
C 3.100 -0.322 2.614 -0.126 -0.222 -0.790 -0.353
C 2.131 0.534 3.214 0.995 0.925 -0.601 -0.052
C 1.098 0.133 4.118 2.430 2.951 -1.705 -0.032
C 0.975 -1.202 4.198 2.479 -1.837 -1.429 -0.153
C 1.787 -2.141 3.625 7.156 -1.439 -3.975 -0.093
C 2.994 -1.692 2.787 -4.766 1.746 2.759 -0.113
P 3.722 0.367 -1.558 -1.356 1.213 0.805 0.998
C 3.900 1.893 -2.605 -0.405 0.211 -1.628 -0.377
C 3.777 3.196 -2.085 -0.686 -1.208 2.555 -0.118
C 3.313 4.243 -2.846 -0.211 0.762 0.353 -0.073
C 3.008 4.067 -4.256 -0.442 0.597 4.018 -0.104
C 2.911 2.828 -4.719 4.803 -4.172 4.497 -0.076
C 3.548 1.686 -3.958 -0.175 0.917 1.593 -0.069
C 5.232 -0.553 -1.670 4.709 0.349 -1.066 -0.356
C 5.256 -1.847 -1.135 -3.006 2.107 -1.327 -0.164
C 6.134 -2.809 -1.485 3.474 0.362 0.173 -0.114
C 7.361 -2.480 -2.001 -1.095 5.412 -2.271 -0.040
C 7.499 -1.085 -2.519 -2.496 -2.303 2.103 -0.081
C 6.507 -0.155 -2.405 -3.297 -2.512 2.686 -0.058
H 3.061 1.629 0.555 0.482 -1.090 -2.349 0.058
H 5.866 0.757 3.934 0.481 -2.581 0.755 0.080
H 7.148 2.798 4.926 -2.568 -1.012 -1.460 0.132
H 6.333 4.991 4.179 0.008 -0.472 -0.329 0.095
H 4.688 5.013 2.122 1.017 0.362 0.637 0.110
H 4.253 3.397 0.996 -0.807 -1.168 -1.109 0.063
H 2.391 1.541 2.805 -1.192 -0.110 1.347 0.100
H 0.607 0.876 4.766 -0.266 -0.622 -0.840 0.122
H 0.446 -1.778 4.768 -4.523 -1.730 4.033 0.043
H 2.080 -3.311 3.709 -2.412 2.611 0.667 0.123
H 3.619 -2.353 2.307 1.381 -1.584 -0.772 0.035
H 3.781 3.136 -0.915 0.158 1.074 -2.409 0.096
H 2.980 5.150 -2.239 0.731 -0.941 -1.410 0.123
H 2.461 4.832 -4.686 -0.686 1.605 -1.197 0.071
H 2.613 2.465 -5.566 -2.150 -0.950 -5.260 0.029
H 3.723 0.572 -4.140 -1.107 1.695 -1.216 0.105
H 4.290 -2.126 -0.765 -0.312 -0.463 0.685 0.084
H 6.077 -3.804 -1.240 -0.997 -2.245 0.789 0.080
H 8.065 -3.073 -2.441 1.653 -2.281 -0.277 0.055
H 8.157 -0.610 -3.144 3.046 -0.359 -1.281 0.056
H 6.750 0.734 -2.902 -0.725 1.606 -0.360 0.074
O -3.891 -0.404 -3.590 -0.315 1.545 1.740 -0.145
H -4.595 -0.916 -3.148 -0.029 -0.713 -0.592 -0.024
H -3.607 -0.830 -4.367 0.199 -1.086 -1.176 0.007
C -1.078 -3.476 -0.485 -2.745 -1.727 -2.473 -0.526
Te 0.085 -4.268 1.043 0.292 -1.113 -0.087 1.165
C 1.208 -5.321 -0.508 3.630 0.483 4.767 -0.416
H -0.468 -2.999 -1.304 -1.151 -1.523 0.719 -0.043
H -1.467 -2.613 0.004 -0.997 0.647 0.230 -0.052
H -2.180 -4.268 -0.974 3.874 2.593 1.480 0.168
H 0.533 -5.607 -1.137 -4.073 -0.857 -4.278 -0.097
H 1.689 -6.301 -0.261 0.213 1.219 0.426 0.018
H 1.846 -4.481 -0.726 0.528 -0.500 -0.971 -0.039
O -7.246 -3.696 -3.368 -0.004 1.895 1.224 -0.042
C -6.846 -2.652 -2.769 0.556 -0.941 -0.846 -0.610
O -5.650 -2.312 -2.572 0.108 0.164 -0.030 -0.097
C -7.859 -1.614 -2.246 -1.744 -0.799 -0.780 -0.083
C -9.231 -1.973 -2.342 0.562 3.310 2.069 -0.015
C -10.225 -1.152 -1.829 -0.990 1.518 0.244 -0.067
C -9.876 0.190 -1.404 -5.465 -1.587 0.973 -0.031
C -8.578 0.498 -1.435 0.797 1.926 0.417 -0.201
C -7.552 -0.354 -1.787 2.554 -1.121 -0.043 0.052
N -8.163 1.867 -1.115 -0.807 3.229 1.508 -0.315
O -8.927 2.816 -0.717 0.624 -3.191 -1.115 0.007
O -6.991 2.082 -1.237 1.080 0.222 -0.200 0.076
H -9.481 -2.892 -2.652 -0.612 -3.308 -1.341 0.065
H -11.346 -1.437 -1.761 2.167 0.270 -0.282 0.119
H -10.838 0.819 -0.931 3.363 -1.231 -1.516 0.178
H -6.438 -0.118 -1.649 -2.132 -0.105 -0.387 0.146